# 1
Entry from the OMol25 dataset: a molecular structure, C29H39N5PdSSi2Te (ωB97M-V with the def2-TZVPD basis set).

## Properties
orbital gap = 6.537 eV
lowest unoccupied orbital energy = 0.08 eV
DFT total energy = -2775.409956 Eh

Geometry as ORCA input:
```
! RIJCOSX wB97M-V def2-TZVPD def2/J DEFGRID3
* xyz 0 1
H -4.364 -1.683 0.754
C -1.205 -2.052 -2.120
C -1.965 3.918 0.575
H 1.964 4.489 1.292
C 2.827 1.245 2.404
H -1.332 3.181 3.728
C 3.766 1.665 1.472
C -3.827 -1.032 0.058
H -2.293 4.798 0.018
C -2.375 0.225 5.580
C -0.882 1.397 7.053
H 4.480 2.437 1.727
Si -0.487 4.306 1.671
Si -4.393 0.732 0.265
H -0.694 6.782 1.528
H -1.619 6.149 2.893
H -2.898 1.355 2.144
H -0.842 -4.530 0.752
N -0.256 -0.603 2.405
N 1.053 -0.156 4.303
H 1.075 4.851 -0.190
C -6.256 0.811 0.033
H -4.390 0.609 2.718
H -3.009 1.307 7.318
C -1.293 -0.195 4.822
H 4.467 1.403 -0.545
C -0.150 -2.717 -0.198
C -0.451 3.086 3.087
C -3.094 -3.281 -3.078
Te -1.580 2.367 -0.858
C -3.645 1.825 -1.077
H -6.545 0.463 -0.962
H 0.058 0.114 -2.326
C -2.308 -1.240 -4.110
C -2.167 1.003 6.711
H 1.965 0.162 4.587
H -2.759 -1.123 0.275
H -4.405 2.304 2.219
C -1.309 -1.088 -3.175
C -0.010 0.222 5.154
C 1.917 0.268 2.029
S -1.467 -1.246 3.417
C -3.194 -2.333 -4.057
H 2.752 -0.341 -1.048
N 1.907 -0.288 0.813
H -6.771 0.185 0.765
H -2.796 3.576 1.193
C -0.683 6.048 2.337
C 0.197 1.026 6.263
C 3.759 1.098 0.213
H -0.445 2.076 2.669
H 0.135 6.307 3.013
N -0.251 -1.848 -1.173
H 1.267 3.171 0.339
H 1.199 1.360 6.508
C 2.806 0.127 -0.071
N -0.380 -0.071 -3.223
C -1.943 -4.063 -1.020
H -6.626 1.833 0.149
Pd -0.514 0.423 0.270
H -3.375 -0.071 5.289
C 1.103 4.196 0.685
H -4.003 -1.404 -0.954
H 0.613 -2.509 0.545
H 2.785 1.711 3.379
H -2.609 -4.916 -0.960
C -3.981 1.322 1.996
H 0.435 3.217 3.714
H -3.772 -4.124 -3.039
H -2.403 -0.511 -4.906
C -0.978 -3.854 -0.081
C -2.092 -3.148 -2.088
H -3.963 -2.418 -4.814
H -3.703 1.289 -2.029
C 0.833 -0.208 2.939
H -4.194 2.761 -1.204
H -0.716 2.010 7.928
H -0.662 0.760 -3.718
*
```

Partial charges, Löwdin, in e: number 1, H, carries 0.041; number 2, C, carries -0.184; number 3, C, carries -0.565; number 4, H, carries 0.030; number 5, C, carries -0.025; number 6, H, carries 0.042; number 7, C, carries -0.066; number 8, C, carries -0.174; number 9, H, carries 0.007; number 10, C, carries -0.093; number 11, C, carries -0.084; number 12, H, carries 0.112; number 13, Si, carries 0.384; number 14, Si, carries 0.398; number 15, H, carries 0.028; number 16, H, carries 0.030; number 17, H, carries -0.004; number 18, H, carries 0.103; number 19, N, carries -0.284; number 20, N, carries 0.129; number 21, H, carries 0.035; number 22, C, carries -0.188; number 23, H, carries 0.027; number 24, H, carries 0.103; number 25, C, carries -0.465; number 26, H, carries 0.107; number 27, C, carries -0.158; number 28, C, carries -0.178; number 29, C, carries -0.066; number 30, Te, carries 1.213; number 31, C, carries -0.573; number 32, H, carries 0.029; number 33, H, carries 0.015; number 34, C, carries -0.040; number 35, C, carries -0.087; number 36, H, carries 0.126; number 37, H, carries -0.005; number 38, H, carries 0.032; number 39, C, carries -0.275; number 40, C, carries -0.269; number 41, C, carries -0.230; number 42, S, carries 0.975; number 43, C, carries -0.093; number 44, H, carries 0.114; number 45, N, carries 0.081; number 46, H, carries 0.028; number 47, H, carries -0.012; number 48, C, carries -0.187; number 49, C, carries -0.030; number 50, C, carries -0.052; number 51, H, carries -0.008; number 52, H, carries 0.028; number 53, N, carries 0.088; number 54, H, carries -0.008; number 55, H, carries 0.113; number 56, C, carries -0.119; number 57, N, carries 0.099; number 58, C, carries -0.019; number 59, H, carries 0.027; number 60, Pd, carries 0.051; number 61, H, carries 0.104; number 62, C, carries -0.200; number 63, H, carries 0.031; number 64, H, carries 0.082; number 65, H, carries 0.108; number 66, H, carries 0.116; number 67, C, carries -0.195; number 68, H, carries 0.033; number 69, H, carries 0.106; number 70, H, carries 0.107; number 71, C, carries -0.051; number 72, C, carries -0.183; number 73, H, carries 0.101; number 74, H, carries -0.002; number 75, C, carries -0.396; number 76, H, carries 0.007; number 77, H, carries 0.103; number 78, H, carries 0.077

# 2
Entry from the OMol25 dataset: a molecular structure, C5H10O3Yb (ωB97M-V with the def2-TZVPD basis set).

## Properties
orbital gap (spin up / spin down) = 6.458 / 6.479 eV
expectation value of S² = 0.751
lowest unoccupied orbital energy (spin up / spin down) = -4.93 / -4.90 eV
DFT total energy = -1580.519488 Eh
ΔE to the lowest compared entry with this formula, charge and spin = 3.791 eV

Geometry as ORCA input:
```
! RIJCOSX wB97M-V def2-TZVPD def2/J DEFGRID3
* xyz 1 2
C -2.414 1.525 -0.005
H -3.378 1.053 0.231
C -0.351 -1.411 0.782
H -2.145 -0.956 -0.356
O 2.556 1.450 0.361
C -1.163 -0.513 -0.149
H -2.355 2.522 0.446
H -0.315 -2.390 0.274
H 3.267 0.384 -1.284
O -1.364 0.744 0.542
Yb 0.736 1.423 0.591
H 1.667 -1.447 -1.137
C 2.782 0.224 -0.299
H -0.767 -1.646 1.770
C 1.483 -0.523 -0.566
H 3.469 -0.399 0.318
O 0.981 -0.911 0.780
H -0.370 -0.744 -1.201
H -2.318 1.613 -1.098
*
```

Partial charges, Löwdin, in e: number 1, C, carries -0.063; number 2, H, carries 0.117; number 3, C, carries -0.204; number 4, H, carries 0.133; number 5, O, carries -0.338; number 6, C, carries -0.243; number 7, H, carries 0.100; number 8, H, carries 0.142; number 9, H, carries 0.130; number 10, O, carries -0.352; number 11, Yb, carries 1.760; number 12, H, carries 0.124; number 13, C, carries -0.344; number 14, H, carries 0.142; number 15, C, carries -0.279; number 16, H, carries 0.127; number 17, O, carries -0.268; number 18, H, carries 0.203; number 19, H, carries 0.114

# 3
Entry from the OMol25 dataset: a single C3H5NO3 molecule (ωB97M-V with the def2-TZVPD basis set).

## Properties
orbital gap = 10.356 eV
lowest unoccupied orbital energy = -0.35 eV
DFT total energy = -397.619966 Eh
ΔE to the lowest compared entry with this formula, charge and spin = 5.897 eV

Geometry as ORCA input:
```
! RIJCOSX wB97M-V def2-TZVPD def2/J DEFGRID3
* xyz 0 1
O -2.539 -1.469 -0.241
N -2.300 -0.285 -0.090
C -0.764 1.419 -0.238
H -1.556 2.149 -0.441
H 0.061 -1.883 -0.678
H 0.162 -1.762 1.014
O -3.162 0.512 0.261
H 2.193 -1.249 -0.178
C 0.210 -1.143 0.120
C -0.930 0.133 -0.057
H 0.142 1.939 -0.371
O 1.461 -0.593 0.020
*
```

Partial charges, natural (NBO), in e: number 1, O, carries -0.376; number 2, N, carries 0.487; number 3, C, carries -0.316; number 4, H, carries 0.237; number 5, H, carries 0.185; number 6, H, carries 0.184; number 7, O, carries -0.382; number 8, H, carries 0.489; number 9, C, carries -0.046; number 10, C, carries 0.051; number 11, H, carries 0.220; number 12, O, carries -0.733

Which of these has the highest DFT total energy?
C3H5NO3

Which formula does entry 2 have?
C5H10O3Yb